C3H3NO2 | ωB97M-V with the def2-TZVPD basis set

Geometry (Å):
C: -0.277 -0.582 1.185
O: 0.917 -0.596 1.589
N: 1.559 0.208 -0.270
C: -0.152 0.428 -0.548
C: -0.886 0.995 -1.337
O: 2.139 -0.474 -0.975
H: -1.027 0.026 1.713
H: -0.687 -1.450 0.642
H: -1.587 1.446 -1.998

Force components x, y, z for each atom (eV/Å):
C 1.1 -0.6 1.1
O -1.2 -0.1 -0.1
N 0.5 -0.1 -0.3
C 0.2 0.3 -1.1
C 0.4 -0.4 0.4
O -1.1 0.5 0.4
H 0.1 0.1 -0.3
H 0.1 0.1 -0.1
H -0.1 0.1 0.0

Calculated values
Total charge   0
Energy   -321.08808 Ha
ΔE to the lowest compared entry with this formula, charge and spin   760.24 kJ/mol

These are the Mulliken partial charges, in e, on atoms 1 to 8:
1. C -0.08
2. O -0.53
3. N 0.34
4. C -0.32
5. C -0.17
6. O -0.16
7. H 0.27
8. H 0.27


C28H68N5O | ωB97M-V with the def2-TZVPD basis set

Geometry (Å):
C: -1.840 -3.469 2.196
N: -1.857 -4.418 1.064
C: -3.117 -4.736 0.399
C: -0.820 -4.208 0.151
C: -0.370 -2.782 -0.109
O: -0.331 -5.123 -0.499
H: -2.669 -2.732 2.069
H: -2.040 -4.044 3.116
H: -3.424 -3.949 -0.319
H: -3.888 -4.798 1.174
H: -3.073 -5.693 -0.141
H: 0.723 -2.714 -0.032
H: -0.643 -2.521 -1.144
H: -0.816 -2.099 0.612
C: -0.602 0.641 3.023
C: 0.319 1.557 2.233
N: -0.002 1.600 0.816
C: 1.020 2.212 -0.005
C: 1.292 3.710 0.185
C: -1.376 1.926 0.482
C: -1.930 3.277 0.955
H: -0.617 -0.368 2.605
H: -0.250 0.572 4.053
H: -1.626 1.016 3.054
H: 1.344 1.179 2.304
H: 0.328 2.557 2.703
H: 0.760 2.031 -1.053
H: 1.949 1.661 0.177
H: 0.500 4.327 -0.242
H: 2.223 3.984 -0.317
H: 1.395 3.971 1.240
H: -2.016 1.133 0.872
H: -1.452 1.858 -0.606
H: -1.671 3.465 1.999
H: -3.019 3.274 0.882
H: -1.559 4.114 0.362
C: -0.515 -7.432 2.217
C: -0.464 -8.897 1.813
N: -1.360 -9.209 0.705
C: -1.505 -10.624 0.451
C: -0.274 -11.404 -0.038
C: -1.230 -8.355 -0.473
C: 0.137 -8.298 -1.159
H: -1.537 -7.122 2.441
H: 0.100 -7.254 3.102
H: -0.157 -6.771 1.429
H: -0.776 -9.533 2.649
H: 0.585 -9.170 1.599
H: -2.312 -10.748 -0.278
H: -1.853 -11.085 1.383
H: -0.029 -11.169 -1.073
H: -0.463 -12.478 0.028
H: 0.603 -11.181 0.573
H: -1.495 -7.338 -0.191
H: -1.989 -8.691 -1.189
H: 0.937 -8.178 -0.426
H: 0.172 -7.421 -1.804
H: 0.352 -9.188 -1.755
C: 0.547 7.321 2.343
C: 1.612 8.308 2.793
N: 2.700 7.673 3.518
C: 3.564 8.607 4.216
C: 4.388 9.592 3.377
C: 3.362 6.583 2.819
C: 3.996 6.886 1.454
H: 0.167 6.747 3.190
H: -0.286 7.862 1.891
H: 0.921 6.619 1.597
H: 1.165 9.036 3.476
H: 1.953 8.884 1.916
H: 4.238 8.020 4.845
H: 2.927 9.181 4.896
H: 5.219 9.105 2.869
H: 4.804 10.367 4.025
H: 3.774 10.087 2.623
H: 2.640 5.774 2.693
H: 4.127 6.188 3.493
H: 3.338 7.489 0.826
H: 4.184 5.950 0.925
H: 4.948 7.406 1.552
C: -1.188 3.411 -3.357
C: -1.406 2.747 -4.706
N: -0.338 1.821 -5.049
C: -0.396 1.353 -6.421
C: -1.590 0.486 -6.836
C: -0.027 0.813 -4.040
C: -1.162 -0.094 -3.556
H: -0.209 3.892 -3.309
H: -1.956 4.164 -3.172
H: -1.250 2.683 -2.549
H: -1.430 3.506 -5.495
H: -2.404 2.278 -4.703
H: 0.529 0.802 -6.616
H: -0.369 2.240 -7.062
H: -1.530 -0.519 -6.421
H: -1.620 0.396 -7.924
H: -2.536 0.926 -6.515
H: 0.395 1.326 -3.173
H: 0.786 0.205 -4.446
H: -2.067 0.479 -3.342
H: -0.867 -0.593 -2.632
H: -1.421 -0.866 -4.280

Force components x, y, z for each atom (eV/Å):
C -0.3 0.0 0.1
N 0.4 0.7 -0.3
C -0.1 -0.3 0.1
C -0.2 -0.1 0.3
C 0.4 0.1 0.1
O -0.1 -0.1 -0.3
H 0.1 -0.1 0.1
H 0.0 0.1 -0.1
H 0.0 -0.1 0.1
H 0.1 0.0 -0.2
H 0.0 0.2 0.1
H -0.2 0.0 0.0
H 0.0 -0.2 0.2
H 0.0 -0.1 -0.1
C 0.1 -0.1 0.0
C 0.0 0.0 0.0
N 0.0 0.1 0.1
C 0.0 -0.1 0.0
C 0.1 0.1 0.0
C 0.0 -0.1 -0.1
C 0.0 0.0 0.0
H 0.0 0.0 0.0
H 0.0 0.0 0.0
H 0.0 0.0 0.0
H 0.0 0.0 0.0
H 0.0 0.0 0.0
H 0.0 0.0 0.0
H 0.0 0.0 0.0
H 0.0 0.0 0.0
H 0.0 0.0 0.0
H 0.0 0.0 0.0
H 0.0 0.0 0.0
H -0.1 0.0 0.0
H 0.0 0.0 0.0
H 0.0 0.0 0.0
H 0.0 0.0 0.0
C -0.1 0.0 0.0
C 0.0 0.0 -0.1
N 0.1 0.1 0.0
C 0.0 0.0 0.0
C 0.0 0.0 0.0
C 0.0 -0.1 0.0
C 0.0 0.0 0.0
H 0.0 0.0 0.0
H 0.0 -0.1 0.0
H 0.0 0.0 0.0
H 0.0 0.0 0.0
H 0.0 0.0 0.0
H 0.0 0.0 0.0
H 0.0 0.0 0.0
H 0.0 0.0 0.0
H 0.0 0.0 0.0
H 0.0 0.0 0.0
H 0.0 0.0 0.0
H 0.0 0.0 0.0
H 0.0 0.0 0.0
H 0.0 0.0 0.0
H 0.0 0.0 0.0
C -0.1 0.0 0.0
C 0.0 0.0 0.0
N 0.0 0.0 -0.1
C 0.0 0.0 0.0
C 0.0 0.0 0.0
C 0.1 -0.1 0.0
C 0.0 -0.1 0.1
H 0.0 0.0 0.0
H 0.0 0.0 0.0
H 0.0 0.0 0.0
H 0.0 0.0 0.0
H 0.0 0.0 0.0
H 0.0 0.0 0.0
H 0.0 0.0 0.0
H 0.0 0.0 0.0
H 0.0 0.0 0.0
H 0.0 0.0 0.0
H 0.0 0.0 0.0
H 0.0 0.0 0.0
H 0.0 0.0 0.0
H 0.0 0.0 0.0
H 0.0 0.0 0.0
C 0.0 0.1 0.0
C 0.0 -0.1 0.0
N -0.1 0.0 0.1
C 0.0 0.0 0.0
C 0.0 0.0 0.0
C 0.0 0.0 0.0
C 0.0 0.0 0.0
H 0.0 0.0 0.0
H 0.0 0.0 0.0
H 0.0 0.0 0.0
H 0.0 0.0 0.0
H 0.0 0.0 0.0
H 0.0 0.0 0.0
H 0.0 0.0 0.0
H 0.0 0.0 0.0
H 0.0 0.0 0.0
H 0.0 0.0 0.0
H 0.0 0.0 0.0
H 0.0 0.0 0.0
H 0.0 0.0 0.0
H 0.0 0.0 0.0
H 0.0 0.0 0.0

Calculated values
Total charge   -1
Energy   -1456.54345 Ha

These are the Mulliken partial charges, in e, on atoms 1 to 8:
1. C -0.96
2. N 0.66
3. C -1.18
4. C 0.02
5. C -0.43
6. O -0.54
7. H 0.21
8. H 0.04


C34H52BIrN3P2S | ωB97M-V with the def2-TZVPD basis set

Geometry (Å):
Ir: -0.082 1.198 -0.002
C: -2.356 3.029 3.213
C: -1.486 1.810 3.512
C: -1.959 1.217 4.841
C: -0.029 2.267 3.640
P: -1.461 0.609 2.023
C: -0.461 -0.800 2.781
N: 0.853 -0.705 2.209
B: 1.135 -0.114 0.958
N: 2.527 -0.218 0.734
C: 3.190 0.325 -0.415
P: 2.203 1.844 -0.890
C: 2.666 2.018 -2.726
C: 4.147 1.777 -3.036
C: 2.214 3.389 -3.230
C: 1.848 0.951 -3.458
C: 3.087 3.159 0.173
C: 2.220 4.417 0.194
C: 3.179 2.621 1.603
C: 4.497 3.510 -0.294
C: 3.095 -0.743 1.870
C: 4.425 -0.912 2.219
C: 4.711 -1.351 3.499
C: 3.696 -1.619 4.412
C: 2.362 -1.477 4.073
C: 2.058 -1.037 2.794
C: -3.164 -0.160 1.703
C: -3.850 -0.646 2.977
C: -4.038 0.866 0.978
C: -2.933 -1.345 0.762
H: -2.274 3.732 4.041
H: -2.043 3.535 2.306
H: -3.402 2.751 3.120
H: -1.489 1.765 5.655
H: -3.032 1.324 4.952
H: -1.719 0.168 4.974
H: 0.043 3.104 4.332
H: 0.623 1.475 4.005
H: 0.350 2.609 2.674
H: -0.408 -0.704 3.868
H: -0.920 -1.767 2.539
H: 4.228 0.591 -0.198
H: 3.168 -0.399 -1.239
H: 4.767 2.638 -2.811
H: 4.541 0.912 -2.510
H: 4.247 1.572 -4.101
H: 2.779 4.196 -2.771
H: 2.362 3.447 -4.306
H: 1.154 3.542 -3.030
H: 2.054 -0.053 -3.089
H: 0.785 1.148 -3.354
H: 2.085 0.970 -4.522
H: 1.267 4.217 0.676
H: 2.720 5.204 0.756
H: 2.023 4.792 -0.804
H: 2.229 2.207 1.932
H: 3.935 1.848 1.706
H: 3.447 3.429 2.281
H: 4.492 4.079 -1.218
H: 4.975 4.125 0.468
H: 5.111 2.624 -0.427
H: 5.217 -0.700 1.519
H: 5.738 -1.482 3.799
H: 3.957 -1.944 5.408
H: 1.591 -1.703 4.794
H: -4.222 0.187 3.565
H: -4.703 -1.268 2.714
H: -3.182 -1.239 3.596
H: -4.390 1.652 1.642
H: -3.506 1.319 0.143
H: -4.919 0.369 0.575
H: -2.461 -2.183 1.271
H: -3.886 -1.695 0.368
H: -2.305 -1.060 -0.082
C: -1.520 4.038 -0.272
C: -1.800 3.264 -1.524
C: -2.474 3.836 -2.570
C: -2.776 3.087 -3.715
C: -2.415 1.731 -3.757
C: -2.711 0.903 -4.854
C: -2.256 -0.418 -4.913
C: -1.532 -0.936 -3.875
C: -1.245 -0.136 -2.735
S: -0.265 -0.854 -1.500
C: -1.679 1.200 -2.653
N: -1.364 1.959 -1.572
H: -1.059 4.998 -0.500
H: -0.844 3.468 0.377
H: -2.450 4.234 0.264
H: -2.773 4.873 -2.504
H: -3.270 3.543 -4.557
H: -3.288 1.328 -5.662
H: -2.463 -1.011 -5.790
H: -1.148 -1.941 -3.894

Force components x, y, z for each atom (eV/Å):
Ir 0.6 -2.3 -1.3
C 0.0 -0.1 -0.1
C 0.2 0.2 -0.6
C -0.1 -0.2 -0.2
C 0.0 -0.1 -0.2
P -0.1 -1.0 -0.3
C 0.0 0.1 -0.1
N -0.2 -0.3 0.2
B -0.4 1.6 0.3
N 0.2 -0.3 -0.3
C -0.2 0.0 -0.1
P 0.2 -1.0 0.0
C -0.4 0.1 0.2
C -0.1 0.1 0.2
C 0.1 -0.1 0.1
C 0.0 0.0 0.1
C -0.5 0.0 0.1
C 0.0 -0.1 -0.1
C -0.1 -0.1 -0.1
C -0.2 -0.1 -0.2
C 0.3 -0.4 0.8
C -0.3 0.0 -0.2
C 0.0 -0.1 0.4
C 0.4 0.0 0.0
C -0.2 0.0 -0.3
C 0.7 -0.2 0.3
C 0.2 0.2 0.0
C 0.1 0.2 0.0
C 0.1 0.0 0.1
C 0.2 0.2 0.0
H 0.0 0.1 0.1
H 0.0 0.1 -0.1
H -0.1 0.0 0.0
H 0.1 0.1 0.1
H -0.1 0.0 0.0
H 0.1 -0.1 0.1
H -0.1 0.1 0.1
H 0.1 -0.1 -0.1
H 0.1 0.1 0.0
H -0.1 0.0 -0.1
H 0.0 0.2 0.1
H -0.1 0.0 0.0
H 0.2 0.2 0.0
H 0.1 0.0 0.1
H 0.1 -0.1 0.0
H 0.0 0.0 -0.1
H 0.0 0.1 0.0
H 0.0 0.0 -0.1
H -0.1 0.1 0.0
H 0.0 0.0 0.0
H -0.1 -0.1 0.0
H 0.1 0.1 -0.1
H -0.2 0.0 0.1
H 0.1 0.1 0.1
H -0.1 0.1 -0.2
H 0.0 -0.1 0.1
H 0.1 -0.1 0.0
H 0.1 0.2 0.0
H 0.0 0.1 -0.1
H 0.0 0.1 0.1
H 0.1 -0.1 0.0
H 0.1 0.0 -0.1
H 0.1 0.0 0.0
H 0.0 -0.1 0.1
H -0.1 0.0 0.0
H -0.1 0.1 0.1
H -0.1 -0.1 -0.1
H 0.0 -0.1 0.1
H 0.0 0.1 0.0
H 0.0 0.1 -0.1
H -0.1 -0.1 0.0
H 0.0 -0.1 0.0
H -0.1 0.0 0.1
H -0.1 -0.1 0.0
C 0.0 -0.1 -0.3
C 1.2 -2.6 0.7
C -1.0 -0.1 -2.2
C 0.4 0.7 1.4
C 0.2 -0.3 0.1
C 0.3 -0.9 -0.2
C -1.1 1.7 -0.7
C 0.8 0.9 2.2
C -0.1 -1.1 -1.1
S 0.5 1.7 1.9
C -0.3 0.2 -0.5
N -1.2 3.0 0.1
H 0.1 0.0 0.0
H -0.1 0.1 0.1
H 0.0 0.0 0.0
H 0.0 0.0 0.0
H -0.2 0.1 -0.1
H 0.0 0.0 -0.1
H -0.1 -0.1 0.0
H 0.0 -0.2 -0.1

Calculated values
Total charge   +1
Energy   -2701.06224 Ha
ΔE to the lowest compared entry with this formula, charge and spin   6.49 kJ/mol

These are the Mulliken partial charges, in e, on atoms 1 to 8:
1. Ir 0.19
2. C -1.84
3. C 1.98
4. C -1.65
5. C -1.49
6. P 0.71
7. C -1.27
8. N 0.55


C2H4INS | ωB97M-V with the def2-TZVPD basis set

Geometry (Å):
C: -0.584 -0.961 -0.293
C: 0.142 0.845 0.827
N: 1.091 1.414 0.156
S: -0.802 -1.145 -1.990
I: 0.150 -2.723 0.554
H: 0.263 0.010 1.636
H: -0.905 1.193 0.657
H: -1.330 0.192 -1.952
H: 1.975 1.177 0.405

Force components x, y, z for each atom (eV/Å):
C -0.5 -1.5 -1.4
C 0.7 0.0 0.3
N -4.6 0.8 0.0
S -0.6 2.4 1.6
I 0.2 -0.3 0.0
H 0.0 1.9 -1.1
H 1.0 -0.2 0.4
H 0.6 -1.7 -0.8
H 3.2 -1.4 1.0

Calculated values
Total charge   0
Energy   -829.07650 Ha
ΔE to the lowest compared entry with this formula, charge and spin   384.34 kJ/mol

These are the Mulliken partial charges, in e, on atoms 1 to 8:
1. C -0.14
2. C -0.35
3. N -0.53
4. S -0.05
5. I 0.07
6. H 0.24
7. H 0.35
8. H 0.20